The following is a quantum chemistry calculation of an isolated molecule of C4H6O2, from the OMol25 dataset.

```
! wB97M-V def2-TZVPD RIJCOSX def2/J DEFGRID3
* xyz 0 1
C 0.800 -1.101 1.067
C -0.018 0.164 0.799
C -0.365 0.181 -0.686
O -0.251 -0.821 -1.362
C -0.828 1.319 -1.604
O -0.110 2.216 -1.968
H 0.237 -1.980 0.745
H 1.722 -1.076 0.479
H 1.056 -1.218 2.123
H 0.509 1.074 1.111
H -0.951 0.143 1.387
H -1.801 1.098 -2.091
*
```

Output
Gap between HOMO and LUMO in Eh: 0.371
SMILES: CCC(=O)C=O
HOMO level in eV: -9.7
Strongest force on any atom in eV Å⁻¹: 0.67

---

The following is a quantum chemistry calculation of a structure of composition C19H48N4O6Si2 at a distorted geometry, from the OMol25 dataset.

```
! wB97M-V def2-TZVPD RIJCOSX def2/J DEFGRID3
* xyz 0 1
C 1.903 -1.776 1.700
C 2.966 -1.462 0.627
C 3.261 -2.806 -0.122
C 2.530 -0.435 -0.438
C 2.286 1.004 0.123
C 3.649 1.753 0.020
C 1.271 1.809 -0.742
O 0.015 2.111 -0.117
Si -0.948 0.782 0.253
O -2.056 0.373 -0.971
Si -3.318 -0.588 -0.304
H 2.304 -2.588 2.328
H 1.008 -2.189 1.209
H 1.645 -0.930 2.348
H 3.907 -1.128 1.089
H 4.326 -2.897 -0.378
H 3.024 -3.664 0.526
H 2.649 -2.924 -1.027
H 3.358 -0.353 -1.167
H 1.665 -0.775 -1.031
H 2.038 1.000 1.194
H 3.916 1.857 -1.044
H 3.596 2.760 0.461
H 4.445 1.212 0.548
H 1.737 2.786 -0.950
H 1.150 1.336 -1.734
H -0.143 -0.416 0.523
H -1.721 1.091 1.471
H -2.958 -0.945 1.087
H -3.539 -1.806 -1.083
H -4.509 0.271 -0.269
C -0.689 -3.178 -3.824
O -0.773 -3.345 -2.623
N -1.398 -2.272 -4.529
C -1.248 -2.122 -5.961
C -2.340 -1.422 -3.821
H -0.003 -3.773 -4.450
H -0.922 -1.105 -6.192
H -2.206 -2.310 -6.452
H -0.510 -2.825 -6.343
H -1.808 -0.847 -3.062
H -3.085 -2.045 -3.326
H -2.835 -0.746 -4.514
C -6.744 -0.978 -4.449
O -5.618 -0.869 -4.890
N -7.360 -0.058 -3.675
C -8.708 -0.248 -3.178
C -6.643 1.158 -3.333
H -7.369 -1.863 -4.650
H -9.351 0.556 -3.543
H -8.703 -0.235 -2.086
H -9.108 -1.201 -3.519
H -6.371 1.693 -4.244
H -5.727 0.907 -2.796
H -7.266 1.794 -2.709
C 5.607 0.037 3.082
O 4.402 -0.088 2.988
N 6.437 -0.892 3.600
C 7.869 -0.684 3.685
C 5.871 -2.139 4.085
H 6.130 0.946 2.741
H 8.387 -1.456 3.114
H 8.186 -0.736 4.729
H 8.136 0.292 3.284
H 5.350 -2.647 3.272
H 5.150 -1.931 4.878
H 6.660 -2.781 4.470
C -0.022 2.793 4.930
O 0.019 2.716 6.141
N -0.811 3.645 4.238
C -0.813 3.687 2.788
C -1.681 4.542 4.975
H 0.601 2.155 4.281
H -0.522 4.685 2.451
H -1.815 3.459 2.420
H -0.114 2.961 2.381
H -1.084 5.180 5.629
H -2.368 3.963 5.594
H -2.249 5.160 4.283
*
```

Output
Gap between HOMO and LUMO in Eh: 0.352
HOMO level in eV: -8.9
Strongest force on any atom in eV Å⁻¹: 1.83

---

The following is a quantum chemistry calculation of an isolated molecule of CH4ClN2P at a distorted geometry, from the OMol25 dataset.

```
! wB97M-V def2-TZVPD RIJCOSX def2/J DEFGRID3
* xyz 0 1
C 0.336 -0.113 0.976
N -1.079 -0.265 0.833
N -2.341 1.516 -1.024
P -2.080 0.115 -0.431
Cl -3.802 -0.430 0.372
H 0.809 -0.407 0.078
H 0.588 -0.704 1.873
H 0.495 0.959 0.940
H -1.746 -0.971 -1.165
*
```

Output
Gap between HOMO and LUMO (alpha / beta) in Eh: 0.283 / 0.285
HOMO level (alpha / beta) in eV: -9.4 / -9.7
Strongest force on any atom in eV Å⁻¹: 1.89

---

The following is a quantum chemistry calculation of a structure of composition C26H23AlF5N4O8 at a distorted geometry, from the OMol25 dataset.

```
! wB97M-V def2-TZVPD RIJCOSX def2/J DEFGRID3
* xyz -1 1
F 4.402 -0.762 -0.441
C 3.193 -0.102 -0.725
F 2.692 0.606 0.371
F 3.312 0.766 -1.819
C 2.070 -1.208 -1.115
F 2.165 -1.419 -2.524
F 2.258 -2.426 -0.405
Al 0.236 -0.375 -0.535
H 0.056 -0.842 1.002
H -0.995 -0.968 -1.343
H 0.268 1.211 -0.539
C -0.217 -8.294 -0.686
C -0.567 -7.466 -1.747
C -0.819 -6.117 -1.524
C -0.714 -5.608 -0.234
C -0.372 -6.432 0.834
C -0.124 -7.780 0.603
N -0.955 -4.183 0.001
O -1.269 -3.498 -0.951
O -0.821 -3.765 1.142
H -0.015 -9.346 -0.865
H -0.639 -7.871 -2.750
H -1.090 -5.481 -2.359
H -0.293 -6.042 1.842
H 0.146 -8.431 1.428
C 3.505 3.440 -2.752
C 3.858 3.047 -4.039
C 3.737 3.939 -5.098
C 3.264 5.226 -4.855
C 2.901 5.625 -3.571
C 3.023 4.725 -2.519
N 3.159 6.177 -5.962
O 3.468 5.790 -7.078
O 2.772 7.307 -5.709
H 3.605 2.745 -1.930
H 4.231 2.044 -4.215
H 4.016 3.621 -6.095
H 2.528 6.623 -3.376
H 2.746 5.024 -1.515
C -1.188 8.296 0.348
C -2.184 7.536 -0.257
C -1.953 6.198 -0.557
C -0.722 5.631 -0.243
C 0.281 6.386 0.355
C 0.044 7.724 0.649
N -0.484 4.214 -0.535
O -1.379 3.591 -1.076
O 0.594 3.745 -0.217
H -1.373 9.338 0.586
H -3.142 7.986 -0.491
H -2.736 5.616 -1.028
H 1.243 5.951 0.597
H 0.818 8.321 1.118
C -2.233 -4.039 3.664
C -3.494 -4.614 3.535
C -4.293 -4.803 4.656
C -3.821 -4.408 5.905
C -2.558 -3.838 6.044
C -1.764 -3.656 4.918
N -4.669 -4.582 7.085
O -5.763 -5.101 6.929
O -4.237 -4.195 8.159
H -1.613 -3.888 2.783
H -3.855 -4.912 2.556
H -5.273 -5.252 4.542
H -2.183 -3.533 7.014
H -0.781 -3.211 5.014
*
```

Output
Gap between HOMO and LUMO in Eh: 0.233
HOMO level in eV: -5.0
Strongest force on any atom in eV Å⁻¹: 3.11

---

The following is a quantum chemistry calculation of an isolated molecule of C5H7NO, from the OMol25 dataset.

```
! wB97M-V def2-TZVPD RIJCOSX def2/J DEFGRID3
* xyz 0 1
O 0.903 2.476 -1.462
C -0.042 1.932 -1.017
C 1.387 -0.328 0.845
C 0.531 -1.211 -0.014
C -0.726 -0.974 -0.388
C -1.530 0.246 0.008
N -1.074 1.488 -0.585
H 1.805 -0.892 1.687
H 2.235 0.062 0.268
H 1.004 -2.125 -0.372
H -1.230 -1.694 -1.029
H -1.527 0.375 1.098
H -2.574 0.116 -0.287
H 0.838 0.528 1.248
*
```

Output
Gap between HOMO and LUMO in Eh: 0.392
SMILES: C/C=C\CN=C=O
HOMO level in eV: -9.8
Strongest force on any atom in eV Å⁻¹: 0.74

---

The following is a quantum chemistry calculation of a cluster of 10 separate species, C76H170F6N9P in total at a distorted geometry, from the OMol25 dataset.

```
! wB97M-V def2-TZVPD RIJCOSX def2/J DEFGRID3
* xyz 8 1
P -29.252 -3.800 6.687
F -29.897 -2.686 5.646
F -27.809 -3.151 6.319
F -29.537 -2.707 7.862
F -28.601 -4.872 7.733
F -30.822 -4.399 6.883
F -29.052 -4.785 5.408
C -36.191 -0.229 2.145
C -35.708 -1.525 2.817
C -34.196 -1.430 2.976
N -33.641 -2.657 3.663
C -34.088 -2.764 5.171
C -32.081 -2.597 3.570
C -31.665 -4.153 3.612
C -32.874 -4.980 3.231
C -34.003 -4.031 2.930
H -37.274 -0.272 2.036
H -35.739 -0.083 1.164
H -35.895 0.621 2.760
H -35.997 -2.332 2.144
H -36.019 -1.597 3.859
H -33.799 -0.466 3.296
H -33.773 -1.535 1.977
H -35.117 -3.123 5.170
H -33.942 -1.712 5.414
H -33.450 -3.436 5.745
H -31.735 -1.944 4.370
H -31.802 -2.187 2.599
H -31.245 -4.377 4.592
H -30.776 -4.244 2.987
H -33.162 -5.547 4.117
H -32.694 -5.714 2.446
H -34.966 -4.396 3.287
H -34.079 -3.837 1.860
C -26.719 -8.727 -1.304
C -27.656 -8.124 -0.256
C -27.496 -6.560 -0.084
N -28.500 -5.825 0.971
C -29.901 -5.778 0.371
C -27.974 -4.386 1.290
C -27.218 -4.547 2.651
C -27.197 -6.083 2.884
C -28.499 -6.515 2.358
H -26.866 -9.805 -1.356
H -25.675 -8.561 -1.036
H -26.760 -8.161 -2.235
H -27.512 -8.574 0.726
H -28.715 -8.326 -0.417
H -27.695 -6.066 -1.035
H -26.457 -6.347 0.168
H -29.875 -4.933 -0.316
H -30.585 -5.592 1.199
H -30.147 -6.760 -0.033
H -28.854 -3.759 1.436
H -27.277 -4.045 0.525
H -27.883 -4.112 3.397
H -26.203 -4.200 2.842
H -27.292 -6.384 3.927
H -26.463 -6.687 2.350
H -29.234 -6.111 3.054
H -28.644 -7.590 2.250
C -31.749 -11.323 10.556
C -30.890 -10.620 9.536
C -31.605 -9.628 8.590
N -30.798 -9.171 7.285
C -29.469 -8.660 7.812
C -31.555 -8.121 6.441
C -31.099 -8.250 5.003
C -30.753 -9.701 4.850
C -30.549 -10.272 6.211
H -32.220 -10.575 11.194
H -31.203 -11.974 11.238
H -32.580 -11.861 10.101
H -30.250 -11.272 8.942
H -30.124 -10.049 10.061
H -31.930 -8.701 9.062
H -32.431 -10.198 8.165
H -29.497 -7.788 8.465
H -28.962 -8.355 6.896
H -28.825 -9.482 8.125
H -31.467 -7.090 6.785
H -32.608 -8.381 6.550
H -30.210 -7.692 4.712
H -31.957 -8.145 4.338
H -29.895 -9.815 4.188
H -31.518 -10.295 4.350
H -29.655 -10.876 6.365
H -31.451 -10.862 6.369
C -38.128 -2.553 11.277
C -36.749 -1.855 11.561
C -35.796 -1.801 10.305
N -34.446 -1.004 10.632
C -34.583 0.523 11.065
C -33.547 -1.021 9.404
C -32.088 -0.871 9.945
C -32.183 -1.449 11.400
C -33.644 -1.754 11.689
H -38.597 -3.026 12.140
H -38.102 -3.271 10.456
H -38.779 -1.773 10.882
H -36.261 -2.220 12.464
H -36.980 -0.812 11.781
H -36.290 -1.184 9.554
H -35.471 -2.812 10.059
H -35.368 0.969 10.455
H -33.734 1.207 11.055
H -34.875 0.384 12.106
H -33.889 -0.175 8.807
H -33.646 -1.954 8.849
H -31.784 0.175 9.906
H -31.401 -1.406 9.289
H -31.830 -0.807 12.207
H -31.597 -2.367 11.445
H -33.991 -1.712 12.721
H -33.694 -2.822 11.478
C -25.321 -1.061 3.115
C -26.028 -1.069 4.476
C -25.729 0.220 5.197
N -26.505 0.528 6.543
C -28.090 0.609 6.483
C -25.974 1.821 7.237
C -26.268 1.621 8.736
C -26.446 0.093 8.905
C -26.034 -0.562 7.539
H -25.507 -0.095 2.646
H -25.672 -1.831 2.428
H -24.240 -1.067 3.256
H -25.593 -1.943 4.962
H -27.073 -1.355 4.365
H -25.982 1.140 4.671
H -24.677 0.350 5.453
H -28.339 1.605 6.119
H -28.457 0.636 7.509
H -28.492 -0.225 5.907
H -26.509 2.677 6.827
H -24.886 1.774 7.193
H -27.057 2.260 9.132
H -25.358 1.811 9.305
H -27.494 -0.128 9.104
H -25.867 -0.369 9.704
H -26.579 -1.488 7.353
H -24.974 -0.737 7.355
C -31.619 0.204 6.467
C -31.982 1.247 5.484
C -32.972 2.356 5.885
N -33.180 3.426 4.773
C -34.201 4.492 5.297
C -34.321 5.728 4.313
C -32.957 6.359 4.126
C -31.897 5.351 3.612
C -31.830 4.126 4.544
C -33.745 2.813 3.505
H -32.494 -0.411 6.680
H -31.279 0.403 7.483
H -31.017 -0.592 6.029
H -32.166 0.896 4.468
H -31.044 1.798 5.420
H -32.601 2.843 6.787
H -33.984 1.994 6.067
H -33.762 4.889 6.212
H -35.202 4.082 5.435
H -35.015 6.428 4.778
H -34.823 5.466 3.382
H -32.625 6.820 5.056
H -33.097 7.201 3.448
H -30.872 5.723 3.617
H -32.179 4.922 2.651
H -31.570 4.539 5.519
H -31.120 3.396 4.155
H -33.106 2.078 3.015
H -34.179 3.549 2.829
H -34.586 2.222 3.869
C -27.539 -5.486 16.155
C -27.797 -5.036 14.727
C -26.977 -3.722 14.486
N -26.793 -3.321 12.996
C -25.890 -4.335 12.309
C -25.848 -4.035 10.810
C -27.252 -3.958 10.078
C -28.148 -2.917 10.746
C -28.223 -3.115 12.311
C -26.117 -1.937 12.910
H -28.084 -6.409 16.352
H -27.934 -4.837 16.937
H -26.511 -5.686 16.457
H -28.865 -4.828 14.664
H -27.531 -5.873 14.082
H -25.951 -3.690 14.852
H -27.534 -2.912 14.957
H -26.323 -5.325 12.450
H -24.878 -4.199 12.690
H -25.236 -4.852 10.428
H -25.206 -3.177 10.612
H -27.759 -4.923 10.068
H -26.986 -3.581 9.091
H -29.159 -2.935 10.338
H -27.870 -1.879 10.564
H -28.913 -3.901 12.618
H -28.612 -2.237 12.827
H -25.155 -1.898 13.423
H -26.855 -1.190 13.201
H -25.823 -1.642 11.903
C -31.278 -5.700 10.128
C -32.354 -6.002 11.216
C -31.701 -5.998 12.602
N -32.670 -6.352 13.764
C -33.494 -7.689 13.573
C -32.489 -8.886 13.643
C -31.588 -8.929 14.872
C -30.840 -7.634 15.172
C -31.771 -6.368 15.052
C -33.827 -5.265 13.906
H -31.072 -4.630 10.101
H -31.521 -5.945 9.094
H -30.332 -6.195 10.346
H -32.630 -7.031 10.987
H -33.204 -5.321 11.191
H -31.303 -5.000 12.784
H -30.928 -6.766 12.579
H -34.042 -7.618 12.634
H -34.159 -7.835 14.424
H -31.829 -8.803 12.779
H -33.076 -9.802 13.706
H -30.892 -9.740 14.660
H -32.271 -9.143 15.695
H -30.012 -7.470 14.483
H -30.286 -7.725 16.106
H -31.284 -5.397 15.141
H -32.482 -6.304 15.876
H -34.549 -5.438 13.108
H -33.301 -4.314 13.981
H -34.254 -5.324 14.907
C -23.069 -11.729 9.858
C -23.160 -10.228 9.725
C -24.457 -9.769 9.019
N -24.361 -8.356 8.232
C -23.308 -8.333 7.094
C -23.464 -7.144 6.067
C -24.909 -6.900 5.619
C -25.879 -6.802 6.782
C -25.845 -7.930 7.808
C -23.832 -7.343 9.251
H -22.178 -12.126 10.345
H -23.166 -12.208 8.883
H -23.958 -11.989 10.431
H -22.242 -9.973 9.195
H -23.027 -9.788 10.713
H -25.288 -9.919 9.708
H -24.652 -10.426 8.170
H -23.343 -9.219 6.459
H -22.328 -8.180 7.545
H -22.804 -7.293 5.212
H -23.168 -6.179 6.479
H -25.175 -7.706 4.935
H -25.027 -6.074 4.918
H -26.918 -6.707 6.468
H -25.559 -5.928 7.348
H -26.234 -8.789 7.260
H -26.531 -7.885 8.654
H -23.695 -6.361 8.798
H -22.855 -7.626 9.640
H -24.598 -7.247 10.021
*
```

Output
Gap between HOMO and LUMO in Eh: 0.366
HOMO level in eV: -23.7
Strongest force on any atom in eV Å⁻¹: 3.28

---

How do the records compare in calculated total energy? In the order shown, they have -8339.1852 -54484.4191 -25889.0117 -69849.0216 -8835.4014 -120486.5718 eV.